# 1
# C5H6N2S

One molecule with the formula C5H6N2S at a distorted geometry (the ωB97M-V functional and the def2-TZVPD basis, the OMol25 dataset).

Element x y z (Å)
C1 3.002 -0.971 -0.293
C2 1.808 -0.595 -0.065
C3 0.425 -0.221 0.475
C4 0.006 1.148 -0.024
N1 -1.417 1.051 -0.068
C5 -1.908 -0.254 -0.047
S1 -3.530 -0.768 -0.125
N2 -0.698 -1.034 -0.043
H1 3.932 -1.081 -0.724
H2 0.217 -0.244 1.553
H3 0.320 2.134 0.462
H4 0.585 1.107 -0.952
H5 -1.934 1.706 -0.716
H6 -0.808 -1.978 0.566

Output
HOMO-LUMO gap = 9.17 eV
Structure (SMILES) = C#C[C@H]1CNC(=S)N1
ΔE to the lowest compared entry with this formula, charge and spin = 80.4 kcal per mole
LUMO level = 0.6 eV
Electronic energy = -701.7108 Eh


# 2
# C5H6N2S

One molecule with the formula C5H6N2S at a distorted geometry (the ωB97M-V functional and the def2-TZVPD basis, the OMol25 dataset).

Element x y z (Å)
S1 2.625 -0.937 -0.148
C1 2.004 0.788 -0.019
C2 0.627 1.197 0.067
C3 -0.702 0.385 0.276
C4 -1.948 0.743 -0.027
N1 -2.790 -0.382 -0.264
C5 -2.002 -1.416 -0.057
N2 -0.674 -1.053 0.265
H1 3.979 -0.752 0.172
H2 2.890 1.518 -0.020
H3 0.555 2.256 -0.177
H4 -2.270 1.759 -0.552
H5 -2.392 -2.478 -0.198
H6 0.096 -1.629 0.683

Output
HOMO-LUMO gap = 8.77 eV
Structure (SMILES) = S/C=C\c1cnc[nH]1
ΔE to the lowest compared entry with this formula, charge and spin = 57.1 kcal per mole
LUMO level = 0.5 eV
Electronic energy = -701.7479 Eh


# 3
# C5H6N2S

One molecule with the formula C5H6N2S at a distorted geometry (the ωB97M-V functional and the def2-TZVPD basis, the OMol25 dataset).

Element x y z (Å)
C1 -3.021 0.038 1.506
C2 -1.882 -0.150 0.572
C3 -1.594 -0.725 -0.652
N1 -0.278 -0.475 -1.021
C4 0.233 0.137 0.076
C5 1.560 0.584 0.115
S1 2.832 0.104 -0.797
N2 -0.651 0.360 0.992
H1 -3.185 1.120 1.842
H2 -4.090 -0.330 1.344
H3 -2.778 -0.513 2.419
H4 -2.308 -1.410 -1.202
H5 0.177 -0.444 -1.941
H6 1.604 1.423 0.789

Output
HOMO-LUMO gap = 7.95 eV
Structure (SMILES) = Cc1c[nH]c(C=S)n1
ΔE to the lowest compared entry with this formula, charge and spin = 32.0 kcal per mole
LUMO level = -0.9 eV
Electronic energy = -701.7879 Eh


# 4
# C5H6N2S2

C5H6N2S2 as an isolated structure at a distorted geometry (the ωB97M-V functional and the def2-TZVPD basis, the OMol25 dataset).

Element x y z (Å)
C1 -1.448 0.140 0.907
C2 -0.861 1.206 1.536
C3 1.993 -0.584 -0.239
C4 -1.122 -0.045 -0.483
C5 -0.335 1.064 -0.954
N1 -0.238 -1.119 -0.964
N2 0.938 -1.329 -0.391
S1 0.857 -2.940 0.099
S2 0.301 1.973 0.360
H1 -2.018 -0.607 1.465
H2 -0.997 1.746 2.388
H3 2.810 -1.097 0.147
H4 1.983 0.311 -0.765
H5 -1.982 0.027 -1.169
H6 0.118 1.255 -1.936

Output
HOMO-LUMO gap (alpha / beta) = 7.45 / 6.59 eV
ΔE to the lowest compared entry with this formula, charge and spin = 121.3 kcal per mole
LUMO level (alpha / beta) = -0.4 / -0.8 eV
Electronic energy = -1099.7653 Eh


# 5
# C5H6N3OS

An isolated ion of composition C5H6N3OS and charge +1 at a distorted geometry (the ωB97M-V functional and the def2-TZVPD basis, the OMol25 dataset).

Element x y z (Å)
C1 -1.415 1.380 -0.168
C2 -2.604 0.751 -0.361
C3 1.993 -0.235 -0.149
C4 -0.744 -0.720 0.099
C5 1.039 0.879 0.417
N1 1.496 -1.533 -0.181
N2 -0.374 0.519 0.145
N3 0.265 -1.772 0.370
O1 3.004 0.183 -0.665
S1 -2.427 -0.972 -0.237
H1 -1.356 2.384 -0.272
H2 -3.441 1.298 -0.622
H3 1.078 0.874 1.563
H4 1.163 1.846 -0.180
H5 2.296 -2.116 -0.142
H6 0.025 -2.765 0.382

Output
Net charge = +1
HOMO-LUMO gap = 9.03 eV
ΔE to the lowest compared entry with this formula, charge and spin = 0.0 kcal per mole
LUMO level = -4.1 eV
Electronic energy = -831.5100 Eh


# 6
# C5H6N4

C5H6N4 as an isolated structure at a distorted geometry (the ωB97M-V functional and the def2-TZVPD basis, the OMol25 dataset).

Element x y z (Å)
C1 -0.801 2.371 0.636
C2 0.125 1.132 0.276
C3 0.755 -1.000 -0.325
C4 0.262 -2.264 -0.681
C5 -0.412 -0.213 -0.114
H1 0.092 3.070 1.350
H2 -1.774 2.042 1.633
H3 -0.928 2.967 -0.144
H4 2.791 -0.395 0.133
H5 1.008 -2.966 -1.067
H6 -1.600 -2.756 -1.133
N1 1.265 1.096 0.511
N2 1.835 -0.160 0.187
N3 -1.026 -2.125 -0.745
N4 -1.591 -0.800 -0.517

Output
HOMO-LUMO gap = 9.20 eV
ΔE to the lowest compared entry with this formula, charge and spin = 109.5 kcal per mole
LUMO level = 0.9 eV
Electronic energy = -412.9491 Eh